1.
Formula: C24H27GeN3O5Ti
Source: the OMol25 dataset
Level of theory: ωB97M-V with the def2-TZVPD basis set

```
61
C24H27GeN3O5Ti ωB97M-V with the def2-TZVPD basis set
Ti 0.39108 0.20750 0.64220
C 0.32981 -2.01895 3.88911
C 0.32755 -0.54188 3.76385
N 0.33302 0.17075 2.61924
C 0.31642 1.54417 2.99751
C 0.29834 1.62174 4.34342
N 0.30659 0.31742 4.77712
C 0.29406 2.68568 5.41585
O 0.30972 3.94710 5.05224
O 0.29830 2.28791 6.54259
C 0.27085 2.56871 1.94606
O 0.22063 3.73588 2.10924
O 0.28717 1.95938 0.68208
H 0.33395 -2.48556 2.90891
H -0.55153 -2.35476 4.43712
H 1.20747 -2.35519 4.44333
H 0.30586 0.10338 5.77498
H 0.27927 4.08740 4.08720
O 1.78093 -0.65375 -0.09952
C 2.66913 -0.04622 -0.89939
C 2.16487 0.70708 -2.08309
C 2.50406 -0.06942 -3.38467
C 3.93785 0.17634 -3.86105
C 5.03984 -0.28363 -2.90437
C 5.00009 0.38956 -1.53674
N 3.92053 -0.16989 -0.66611
H 2.63017 1.69387 -2.11915
H 1.08648 0.84760 -1.99432
H 1.80763 0.26312 -4.15286
H 2.32612 -1.13760 -3.23200
H 4.06582 1.24237 -4.07296
H 4.06449 -0.34265 -4.81106
H 6.00882 -0.04221 -3.34192
H 5.01988 -1.37026 -2.77915
H 4.83254 1.46311 -1.62765
H 5.92744 0.24835 -0.98901
H 4.20328 -0.78093 0.09550
Ge -2.11697 -0.23002 0.36123
C -2.52813 0.98056 -1.06093
C -3.29780 2.10075 -0.71108
C -3.83508 2.87986 -1.71974
C -3.54839 2.58867 -3.05173
C -2.73256 1.50635 -3.39370
C -2.19724 0.71262 -2.40060
C -2.56147 -2.08040 0.22696
C -2.21901 -2.86417 -0.89903
C -2.82821 -4.08251 -1.07784
C -3.73030 -4.55581 -0.11232
C -4.02523 -3.80959 1.03356
C -3.41488 -2.59019 1.23160
H -2.76745 0.30652 1.64696
H -3.51123 2.33664 0.32404
H -4.46895 3.71991 -1.46956
H -3.95339 3.21785 -3.83315
H -2.52913 1.28960 -4.43412
H -1.58533 -0.14075 -2.66836
H -1.52567 -2.49744 -1.64487
H -2.61604 -4.67602 -1.95736
H -4.19382 -5.52461 -0.24859
H -4.72283 -4.19102 1.76654
H -3.63946 -2.01232 2.11951
```

Calculated values
⟨S²⟩   0.795
Net charge   +3
Multiplicity   2
E   -119639.5114 eV

For reference, the natural (NBO) charges in units of e are: atom 1 (Ti): 1.764, atom 2 (C): -0.683, atom 3 (C): 0.512, atom 4 (N): -0.635, atom 5 (C): -0.047, atom 6 (C): 0.113, atom 7 (N): -0.439, atom 8 (C): 0.760, atom 9 (O): -0.601, atom 10 (O): -0.494, atom 11 (C): 0.773, atom 12 (O): -0.442, atom 13 (O): -0.721, atom 14 (H): 0.247, atom 15 (H): 0.284, atom 16 (H): 0.289, atom 17 (H): 0.494, atom 18 (H): 0.515, atom 19 (O): -0.724, atom 20 (C): 0.692, atom 21 (C): -0.505, atom 22 (C): -0.383, atom 23 (C): -0.410, atom 24 (C): -0.425, atom 25 (C): -0.233, atom 26 (N): -0.446, atom 27 (H): 0.277, atom 28 (H): 0.225, atom 29 (H): 0.251, atom 30 (H): 0.215, atom 31 (H): 0.221, atom 32 (H): 0.258, atom 33 (H): 0.268, atom 34 (H): 0.225, atom 35 (H): 0.230, atom 36 (H): 0.258, atom 37 (H): 0.447, atom 38 (Ge): 0.917, atom 39 (C): -0.428, atom 40 (C): -0.177, atom 41 (C): -0.179, atom 42 (C): -0.089, atom 43 (C): -0.204, atom 44 (C): -0.149, atom 45 (C): -0.423, atom 46 (C): -0.128, atom 47 (C): -0.206, atom 48 (C): -0.067, atom 49 (C): -0.190, atom 50 (C): -0.176, atom 51 (H): -0.067, atom 52 (H): 0.239, atom 53 (H): 0.261, atom 54 (H): 0.258, atom 55 (H): 0.252, atom 56 (H): 0.205, atom 57 (H): 0.208, atom 58 (H): 0.256, atom 59 (H): 0.258, atom 60 (H): 0.261, atom 61 (H): 0.237

***

2.
Formula: C24H27N3O5S
Source: the OMol25 dataset
Level of theory: ωB97M-V with the def2-TZVPD basis set

```
60
C24H27N3O5S ωB97M-V with the def2-TZVPD basis set
C -5.46456 -1.56846 0.56967
C -4.95718 -0.26308 0.09525
N -5.70551 0.60339 -0.53091
O -4.94397 1.69059 -0.79548
C -3.69489 1.51171 -0.32108
C -2.80528 2.62089 -0.47687
C -1.58483 2.72454 0.08335
C -0.75191 3.87654 -0.03694
C 0.46135 4.14358 0.56373
C 0.84698 5.42554 0.12808
C -0.14939 5.85236 -0.70246
O -1.11428 4.93312 -0.80725
C -3.63868 0.25114 0.25261
S -2.39449 -0.70767 1.05952
O -2.84087 -0.99642 2.38834
O -1.10092 -0.08022 0.93110
N -2.49863 -2.13348 0.18129
C -2.07391 -2.02848 -1.19910
C -0.55336 -1.95677 -1.34609
C 0.10863 -3.12657 -0.61043
C 1.63762 -3.04508 -0.62971
O 2.32395 -3.99261 -0.95410
N 2.13182 -1.85275 -0.24806
C 3.55345 -1.54973 -0.15046
C 4.25318 -1.76924 -1.49658
C 3.72683 -0.11874 0.28833
C 4.55881 0.20952 1.34942
C 4.74385 1.53190 1.71513
C 4.10257 2.54167 1.01895
C 3.27186 2.22355 -0.04250
C 3.08117 0.90200 -0.40102
C -0.38208 -3.19944 0.84138
C -1.90768 -3.26304 0.87444
H -6.54994 -1.57206 0.53113
H -5.11618 -1.73760 1.58594
H -5.07623 -2.36928 -0.05626
H -3.21423 3.43814 -1.05533
H -1.17854 1.91505 0.67078
H 0.98959 3.49436 1.23130
H 1.73629 5.96026 0.39152
H -0.27452 6.76181 -1.25699
H -2.46896 -2.90192 -1.72869
H -2.53752 -1.13057 -1.61556
H -0.22740 -1.00485 -0.92732
H -0.28682 -1.98204 -2.40425
H -0.15777 -4.06285 -1.11421
H 1.50154 -1.14845 0.10351
H 4.00678 -2.22782 0.58591
H 3.82078 -1.12484 -2.25786
H 5.31090 -1.53880 -1.39921
H 4.13802 -2.80524 -1.80035
H 5.06674 -0.57519 1.89139
H 5.39229 1.77379 2.54427
H 4.25112 3.57368 1.30067
H 2.77423 3.00615 -0.59610
H 2.43138 0.66254 -1.23057
H -0.06359 -2.31115 1.39066
H 0.03775 -4.07988 1.33032
H -2.27584 -3.22630 1.90020
H -2.26951 -4.17721 0.39356
```

Calculated values
SMILES string   Cc1noc(/C=C/c2ccco2)c1S(=O)(=O)N1CCC(C(=O)N[C@@H](C)c2ccccc2)CC1
Net charge   0
E   -50867.6343 eV

For reference, the natural (NBO) charges in units of e are: atom 1 (C): -0.658, atom 2 (C): 0.203, atom 3 (N): -0.128, atom 4 (O): -0.260, atom 5 (C): 0.363, atom 6 (C): -0.281, atom 7 (C): -0.153, atom 8 (C): 0.217, atom 9 (C): -0.257, atom 10 (C): -0.325, atom 11 (C): 0.122, atom 12 (O): -0.392, atom 13 (C): -0.526, atom 14 (S): 2.341, atom 15 (O): -0.932, atom 16 (O): -0.969, atom 17 (N): -0.671, atom 18 (C): -0.235, atom 19 (C): -0.417, atom 20 (C): -0.301, atom 21 (C): 0.693, atom 22 (O): -0.629, atom 23 (N): -0.630, atom 24 (C): -0.082, atom 25 (C): -0.612, atom 26 (C): 0.068, atom 27 (C): -0.240, atom 28 (C): -0.188, atom 29 (C): -0.230, atom 30 (C): -0.196, atom 31 (C): -0.258, atom 32 (C): -0.421, atom 33 (C): -0.235, atom 34 (H): 0.238, atom 35 (H): 0.247, atom 36 (H): 0.236, atom 37 (H): 0.235, atom 38 (H): 0.258, atom 39 (H): 0.241, atom 40 (H): 0.233, atom 41 (H): 0.207, atom 42 (H): 0.208, atom 43 (H): 0.221, atom 44 (H): 0.221, atom 45 (H): 0.221, atom 46 (H): 0.223, atom 47 (H): 0.410, atom 48 (H): 0.202, atom 49 (H): 0.202, atom 50 (H): 0.212, atom 51 (H): 0.246, atom 52 (H): 0.214, atom 53 (H): 0.214, atom 54 (H): 0.212, atom 55 (H): 0.218, atom 56 (H): 0.216, atom 57 (H): 0.216, atom 58 (H): 0.227, atom 59 (H): 0.240, atom 60 (H): 0.204

***

3.
Formula: C24H27N4O2RuS4Se
Source: the OMol25 dataset
Level of theory: ωB97M-V with the def2-TZVPD basis set

```
63
C24H27N4O2RuS4Se ωB97M-V with the def2-TZVPD basis set
Ru 0.66508 0.53636 -0.02921
C 4.85277 -1.79333 0.15324
C 3.91522 -0.58675 0.07726
S 2.19109 -1.15730 0.05913
C 2.13453 -2.07141 -1.51801
C 1.45727 -3.45577 -1.41422
S 1.11029 -4.09600 0.23803
C 2.58651 -5.09968 0.57500
C 3.94537 -4.47236 0.30191
S 4.35351 -3.04835 1.36359
H 5.83841 -1.41408 0.42509
H 4.96821 -2.27033 -0.81807
H 4.12094 0.04964 -0.78041
H 3.99774 0.01527 0.98021
H 3.16524 -2.15085 -1.85362
H 1.60958 -1.42985 -2.22175
H 2.07725 -4.18679 -1.93353
H 0.51057 -3.43094 -1.95274
H 2.51216 -6.02797 0.00609
H 2.49501 -5.36746 1.62872
H 4.03999 -4.17100 -0.74160
H 4.70599 -5.23569 0.46711
C -5.62470 3.41176 0.51354
C -4.41703 2.87597 -0.19477
C -3.31723 2.39215 0.52245
C -2.20655 1.91658 -0.14346
C -2.18275 1.90808 -1.53432
C -3.26328 2.37525 -2.26753
C -4.37006 2.85729 -1.58797
S -0.72943 1.38979 -2.35822
O 0.38361 2.14311 -1.73014
O -0.91117 1.41875 -3.76114
N -0.26909 -0.07355 -1.76713
C -1.18018 -0.89119 -1.09658
C -2.33754 -1.53221 -1.48295
C -2.97640 -2.27515 -0.49848
C -2.46511 -2.34552 0.79809
C -1.31435 -1.65388 1.11342
N -0.69804 -0.94928 0.15801
H -5.56468 3.25736 1.58891
H -6.53190 2.93145 0.14684
H -5.72800 4.48206 0.32850
H -3.34657 2.38874 1.60463
H -1.38118 1.50592 0.45012
H -3.22838 2.37129 -3.34875
H -5.21424 3.23184 -2.15281
H -2.70413 -1.46215 -2.49735
H -3.88156 -2.81566 -0.74215
H -2.95488 -2.93797 1.55684
H -0.86208 -1.67260 2.09505
Se 2.76349 3.51054 -0.85725
N 2.56311 2.01452 0.11270
C 1.69806 2.32742 1.08890
C 1.30342 1.41139 2.11936
C 0.32972 1.85606 3.00391
C -0.26026 3.13512 2.91861
C 0.15107 4.04223 1.97687
C 1.13695 3.65446 1.03623
N 1.62133 4.43229 0.07537
H 1.90963 0.54920 2.37341
H 0.05716 1.21832 3.83639
H -1.00119 3.41786 3.65337
H -0.24834 5.04702 1.93725
```

Calculated values
⟨S²⟩   0.758
Net charge   +2
Multiplicity   2
E   -146633.5833 eV

For reference, the natural (NBO) charges in units of e are: atom 1 (Ru): 0.767, atom 2 (C): -0.558, atom 3 (C): -0.527, atom 4 (S): 0.626, atom 5 (C): -0.561, atom 6 (C): -0.576, atom 7 (S): 0.217, atom 8 (C): -0.534, atom 9 (C): -0.534, atom 10 (S): 0.226, atom 11 (H): 0.264, atom 12 (H): 0.229, atom 13 (H): 0.249, atom 14 (H): 0.249, atom 15 (H): 0.247, atom 16 (H): 0.271, atom 17 (H): 0.252, atom 18 (H): 0.245, atom 19 (H): 0.241, atom 20 (H): 0.250, atom 21 (H): 0.211, atom 22 (H): 0.253, atom 23 (C): -0.649, atom 24 (C): 0.069, atom 25 (C): -0.225, atom 26 (C): -0.105, atom 27 (C): -0.431, atom 28 (C): -0.134, atom 29 (C): -0.197, atom 30 (S): 2.311, atom 31 (O): -0.943, atom 32 (O): -0.842, atom 33 (N): -0.791, atom 34 (C): 0.370, atom 35 (C): -0.263, atom 36 (C): -0.084, atom 37 (C): -0.245, atom 38 (C): 0.086, atom 39 (N): -0.428, atom 40 (H): 0.226, atom 41 (H): 0.246, atom 42 (H): 0.249, atom 43 (H): 0.228, atom 44 (H): 0.158, atom 45 (H): 0.260, atom 46 (H): 0.243, atom 47 (H): 0.267, atom 48 (H): 0.255, atom 49 (H): 0.260, atom 50 (H): 0.236, atom 51 (Se): 1.193, atom 52 (N): -0.729, atom 53 (C): 0.152, atom 54 (C): -0.395, atom 55 (C): -0.060, atom 56 (C): -0.247, atom 57 (C): -0.085, atom 58 (C): 0.031, atom 59 (N): -0.522, atom 60 (H): 0.271, atom 61 (H): 0.244, atom 62 (H): 0.253, atom 63 (H): 0.262